ORCA calculation (ωB97M-V with the def2-TZVPD basis set) on a cluster of 2 separate species, C3H6NO2 in total at a distorted geometry.

Properties
- Gap between HOMO and LUMO: 7.654 eV
- Total charge: -1

Each line ends with the natural charge from an NBO analysis.
Geometry (Å):
O: 2.46350 -2.25501 -2.43738  -0.79
O: 1.54883 -2.10414 -0.37399  -0.79
N: -0.95241 1.55986 0.33419  -0.45
C: 1.61016 -1.87520 -1.59553  0.62
C: -1.13112 1.21043 1.70631  -0.45
C: -0.38070 0.69898 -0.39834  -0.04
H: 0.92008 -1.16841 -2.11559  -0.02
H: -1.65218 0.26575 1.90129  0.19
H: -0.19941 1.27739 2.29588  0.19
H: 0.13916 -0.20549 -0.07797  0.20
H: -0.54851 0.71417 -1.48982  0.16
H: -1.81739 1.88166 2.25094  0.18


ORCA calculation (ωB97M-V with the def2-TZVPD basis set) on a structure of composition C3H6NO2 at a distorted geometry.

Properties
- Gap between HOMO and LUMO: 7.983 eV
- Total charge: -1

Each line ends with the natural charge from an NBO analysis.
Geometry (Å):
O: 2.07803 -0.01800 -1.27217  -0.81
O: 3.33463 0.61822 0.50800  -0.77
N: -1.94388 0.85236 0.88766  -0.82
C: -0.49395 -0.92610 -0.05825  -0.65
C: -1.22457 0.34938 -0.04788  0.19
C: 2.28742 0.49256 -0.14603  0.62
H: -1.60055 -1.00174 -0.34194  0.24
H: -2.70253 0.23655 1.15911  0.34
H: 1.39424 0.96058 0.35405  -0.02
H: -0.18307 -1.33126 0.89385  0.24
H: 0.08038 -1.13678 -0.94839  0.28
H: -1.02613 0.90423 -0.98803  0.16


ORCA calculation (ωB97M-V with the def2-TZVPD basis set) on a cluster of 2 separate species, C3H6NO2 in total at a distorted geometry.

Properties
- Gap between HOMO and LUMO: 8.725 eV
- Total charge: -1

Each line ends with the natural charge from an NBO analysis.
Geometry (Å):
O: 0.71741 -0.31036 0.77213  -0.81
O: -0.28837 -0.42463 -1.23656  -0.79
N: -1.03581 2.14282 1.27099  -0.70
C: -0.80683 2.08182 0.02374  0.00
C: 0.86526 -2.34739 -0.44707  -0.73
C: 0.38203 -0.89867 -0.28973  0.76
H: -1.54254 2.53896 -0.64547  0.12
H: 0.12968 1.71262 -0.36768  0.19
H: 1.13582 -2.79070 0.51117  0.19
H: -0.46215 1.39830 1.68832  0.37
H: 1.73887 -2.39673 -1.09947  0.20
H: 0.10345 -2.97242 -0.91616  0.20


ORCA calculation (ωB97M-V with the def2-TZVPD basis set) on a cluster of 2 separate species, C3H6NO2 in total at a distorted geometry.

Properties
- Gap between HOMO and LUMO (spin up / spin down): 2.392 / 6.998 eV
- Total charge: -2
- Expectation value of S²: 0.751
- Multiplicity: 2

Each line ends with the Mulliken spin population.
Geometry (Å):
O: 0.60631 2.50673 -2.70476  -0.04
O: 0.66599 0.27483 -2.43398  -0.07
N: 0.06174 0.02321 0.39564  0.05
C: 0.05153 -1.05630 1.21249  1.27
C: 0.12491 1.36389 -2.76996  0.12
C: -0.21644 -1.10538 2.53965  2.41
H: 0.17711 0.03239 -0.62407  -0.17
H: 0.44881 -1.96897 0.77228  -0.07
H: -0.89721 1.21871 -3.20876  -0.01
H: -0.26302 0.91313 0.73380  0.04
H: -0.54654 -2.02501 3.00809  -1.63
H: -0.21318 -0.17723 3.07959  -0.89


ORCA calculation (ωB97M-V with the def2-TZVPD basis set) on the ion C3H6NO2 with charge +1 at a distorted geometry.

Properties
- Gap between HOMO and LUMO: 10.112 eV
- Total charge: +1

Each line ends with the natural charge from an NBO analysis.
Geometry (Å):
O: -0.60643 1.63669 0.26377  -0.55
O: -2.85323 2.17406 -0.38892  -0.62
N: -1.24275 0.42380 0.03493  -0.12
C: -2.91196 1.02476 -0.12027  0.62
C: 0.85224 -0.84196 -0.21327  -0.76
C: -0.58915 -0.70805 -0.07623  0.20
H: -1.27602 -1.59420 0.07407  0.27
H: 1.07229 -1.93850 -0.23330  0.29
H: 1.47289 -0.29088 0.65551  0.29
H: -2.15859 2.94923 -0.38239  0.60
H: 0.34202 1.57794 -0.13480  0.50
H: 1.19593 -0.48440 -1.25155  0.29


ORCA calculation (ωB97M-V with the def2-TZVPD basis set) on the ion C3H6NO2S with charge +1 at a distorted geometry.

Properties
- SMILES: O/C=[NH+]/CC(O)=S
- Gap between HOMO and LUMO: 8.364 eV
- Total charge: +1

Each line ends with the natural charge from an NBO analysis.
Geometry (Å):
S: 1.91842 1.31915 -2.31774  0.07
O: -1.76662 -1.65861 1.19092  -0.59
O: -0.48495 1.29961 -1.23712  -0.68
N: 0.13190 -0.83887 0.35359  -0.47
C: -0.91972 -0.68909 1.09093  0.57
C: 0.79938 0.94929 -1.21169  0.16
C: 1.12373 0.16597 0.06718  -0.32
H: -2.53699 -1.51128 1.76304  0.54
H: 2.10138 -0.30341 -0.04375  0.27
H: 1.16379 0.88757 0.88907  0.25
H: 0.22766 -1.72500 -0.14208  0.45
H: -1.05992 0.25826 1.60782  0.22
H: -0.69806 1.84641 -2.01017  0.53


ORCA calculation (ωB97M-V with the def2-TZVPD basis set) on a cluster of 2 separate species, C3H6NO2S in total at a distorted geometry.

Properties
- Gap between HOMO and LUMO (spin up / spin down): 5.741 / 6.599 eV
- Total charge: +1
- Expectation value of S²: 2.006
- Multiplicity: 3

Each line ends with the Mulliken spin population.
Geometry (Å):
S: -0.55734 0.41288 -0.47651  0.61
O: -1.30392 0.67142 -1.62651  0.19
O: -1.26093 0.80330 0.94017  0.05
N: 0.13606 2.43602 -0.45150  0.08
C: 1.33491 -2.38242 0.74717  0.55
C: 0.24831 3.52278 -0.73517  -0.02
C: 0.16660 -2.27015 0.01097  0.42
H: 0.14948 4.57100 -0.89088  0.00
H: 1.49686 -1.79824 1.72397  0.04
H: 2.07566 -3.10969 0.33717  0.03
H: 0.12679 -2.59420 -1.02208  0.02
H: -1.92681 1.49314 1.16896  0.00
H: -0.68568 -1.75583 0.27425  0.04


ORCA calculation (ωB97M-V with the def2-TZVPD basis set) on a cluster of 2 separate species, C3H6NO3 in total at a distorted geometry.

Properties
- Gap between HOMO and LUMO: 8.956 eV
- Total charge: -1

Each line ends with the natural charge from an NBO analysis.
Geometry (Å):
O: 0.15984 0.14713 1.11085  -0.79
O: -1.20420 0.50318 -0.63365  -0.79
O: 2.68311 -2.47720 -1.63630  -0.70
N: 1.31177 -0.65776 -1.57502  -0.83
C: 2.12260 -1.57439 -1.01709  0.52
C: -1.86399 1.34199 1.47235  -0.72
C: -0.86733 0.63136 0.57740  0.75
H: 2.20314 -1.52826 0.07413  0.12
H: 0.61798 -0.18346 -0.96298  0.46
H: 1.21968 -0.76959 -2.56751  0.37
H: -2.72703 1.69852 0.91237  0.20
H: -2.23728 0.67053 2.25278  0.20
H: -1.41831 2.19795 1.99267  0.20


ORCA calculation (ωB97M-V with the def2-TZVPD basis set) on a cluster of 2 separate species, C3H6NO3 in total at a distorted geometry.

Properties
- Gap between HOMO and LUMO: 9.768 eV
- Total charge: +1

Each line ends with the natural charge from an NBO analysis.
Geometry (Å):
O: -1.97182 -0.73566 0.35313  -0.23
O: -3.24155 -0.39685 -0.24598  -0.37
O: -1.11838 1.39956 0.11863  -0.52
N: 1.56921 0.77301 0.08198  -0.59
C: 0.84021 -0.31329 0.72660  -0.14
C: 1.37831 -0.50453 -0.55354  -0.23
C: -1.21823 0.25618 0.34896  0.89
H: 0.77564 1.48756 -0.23355  0.46
H: -3.55054 -1.15069 -0.67796  0.49
H: 1.10349 -0.70594 1.73502  0.27
H: 2.27145 -1.02830 -0.59737  0.24
H: 0.77082 -0.49429 -1.44881  0.24
H: 2.39138 1.41324 0.39287  0.49


ORCA calculation (ωB97M-V with the def2-TZVPD basis set) on an isolated molecule of C3H6NOP at a distorted geometry.

Properties
- SMILES: [O-][N+]1=PCCC1
- Gap between HOMO and LUMO (spin up / spin down): 8.117 / 7.996 eV

Each line ends with the natural charge from an NBO analysis.
Geometry (Å):
P: -1.49852 -1.22363 0.11585  0.71
O: -2.49077 1.12860 -0.04096  -0.46
N: -1.41733 0.46097 0.01391  -0.16
C: -0.10428 1.09065 0.13353  -0.28
C: 0.94634 0.07051 -0.20702  -0.43
C: 0.34166 -1.33475 0.07093  -0.76
H: 0.59944 -2.00419 -0.81771  0.24
H: 1.98544 0.16762 0.34450  0.23
H: -0.08619 1.58763 1.14953  0.23
H: 0.58725 -1.80342 1.12643  0.23
H: 1.27432 -0.02837 -1.30096  0.23
H: -0.13735 1.88838 -0.58804  0.23


Energy above the lowest of the compared OMol25 structures with the same formula, charge and spin
In order: 174.6; 347.2; 107.2; 0.0; 524.1; 0.0; 342.2; 16.4; 658.9; 246.8
Unit: kJ/mol
Electronic energy
In order: -323.151750; -323.086027; -323.177436; -323.022938; -322.679239; -721.071255; -720.807904; -398.487810; -397.889915; -589.152196
Unit: Ha